Record 1
This record from the Open Molecules 2025 dataset describes 3 unconnected molecules or ions with the total composition C3H12N2O2 at a distorted geometry. The level of theory is ωB97M-V/def2-TZVPD.

The geometry in XYZ format:
```
19
Properties=species:S:1:pos:R:3:forces:R:3
O -2.448 1.000 1.584 0.0 -0.3 -0.1
O 4.462 4.318 2.242 0.1 -0.1 0.0
N 0.628 -2.004 0.032 -2.1 -1.5 0.6
N 0.800 -0.082 -2.219 -0.3 -0.2 1.6
C -0.527 -1.270 -0.412 2.6 1.1 -2.3
C -0.299 -0.319 -1.353 -2.1 0.3 0.5
C -1.916 -1.913 -0.437 2.2 -0.3 0.9
H -1.969 -2.176 -1.492 -1.1 -0.1 0.3
H 1.534 -1.726 -0.285 0.2 0.3 -0.2
H 0.443 -2.974 -0.209 0.7 -0.1 0.3
H -3.246 1.154 2.088 -0.3 0.3 0.3
H 3.631 4.276 2.728 0.1 0.2 -0.1
H 4.517 5.187 1.827 -0.2 -0.1 0.2
H -1.812 -2.829 0.162 -0.6 0.2 0.0
H -1.214 0.247 -1.536 0.3 0.2 -0.7
H -2.654 -1.230 -0.030 -0.4 -0.3 -0.4
H 1.055 0.897 -2.217 0.2 0.0 -0.1
H -2.536 0.071 1.345 0.3 0.1 0.0
H 1.552 -0.627 -1.819 0.6 0.2 -0.5
```
Positions in Å, forces in eV/Å.

Summary:
M (g mol⁻¹): 108.1
Highest occupied orbital energy (eV): -7.323
Lowest unoccupied orbital energy (Ha): 0.0303
Total charge: 0
SMILES: C/C(N)=C/N.O.O
Energy (Eh): -381.426106
Relative energy (zero: lowest compared OMol25 entry of this formula, charge and spin) (kcal per mole): 55.7


Record 2
This record from the Open Molecules 2025 dataset describes 3 unconnected molecules or ions with the total composition C3H12N2O2 at a distorted geometry. The level of theory is ωB97M-V/def2-TZVPD.

The geometry in XYZ format:
```
19
Properties=species:S:1:pos:R:3:forces:R:3
O -2.546 -1.854 -0.913 0.0 -0.2 0.4
O 2.596 -2.002 -4.572 0.6 0.1 -0.1
N 0.477 1.969 2.147 -1.3 0.0 0.9
N -1.885 1.334 0.162 1.8 1.3 0.9
C 1.159 -0.304 1.538 1.2 -0.1 -0.7
C 0.303 0.889 1.293 1.1 1.1 -1.3
C -0.434 0.989 0.152 -1.9 -1.8 -0.1
H 1.681 -1.773 -4.740 -0.2 -0.2 0.2
H 0.017 2.824 1.896 0.0 0.0 -0.2
H -2.091 2.226 -0.283 0.0 0.0 -0.2
H -3.329 -1.711 -0.370 -0.1 0.1 -0.2
H -1.995 1.506 1.158 -0.9 0.2 0.0
H 1.319 2.134 2.663 0.1 -0.6 0.1
H -0.299 0.274 -0.651 0.4 -0.4 0.3
H 2.644 -2.702 -3.910 -0.4 0.2 -0.2
H 2.172 -0.061 1.868 -0.1 0.1 0.4
H 1.340 -0.813 0.593 -0.3 -0.1 -0.2
H -1.853 -1.876 -0.242 0.1 0.1 -0.2
H 0.724 -1.046 2.209 -0.1 0.3 0.2
```
Positions in Å, forces in eV/Å.

Summary:
M (g mol⁻¹): 108.1
Highest occupied orbital energy (eV): -7.382
Lowest unoccupied orbital energy (Ha): 0.0242
Total charge: 0
SMILES: C/C(N)=C/N.O.O
Energy (Eh): -381.423630
Relative energy (zero: lowest compared OMol25 entry of this formula, charge and spin) (kcal per mole): 57.3


Record 3
This record from the Open Molecules 2025 dataset describes 2 unconnected molecules or ions with the total composition C3H12N2O2. The level of theory is ωB97M-V/def2-TZVPD.

The geometry in XYZ format:
```
19
Properties=species:S:1:pos:R:3:forces:R:3
O -4.438 -2.501 2.740 0.3 0.3 0.5
O 2.106 -1.237 0.147 0.1 0.2 0.1
N 0.095 2.538 0.153 0.2 0.7 0.3
N 0.821 -0.361 -2.084 -0.1 0.0 -0.2
C 1.177 -0.192 0.380 -0.1 -0.5 0.9
C 0.454 0.360 -0.872 -0.7 0.0 0.3
C 0.619 1.861 -1.044 0.3 0.2 0.5
H 0.425 -0.531 1.111 0.0 -0.1 -0.3
H -4.269 -3.039 3.523 -0.1 -0.2 -0.2
H 0.296 -1.232 -2.139 0.2 0.1 0.0
H 0.520 0.183 -2.884 0.0 0.0 -0.1
H 1.668 2.127 -1.190 0.2 -0.2 -0.4
H -0.620 0.248 -0.651 0.1 0.0 -0.1
H 1.715 0.553 0.976 0.2 0.2 -0.6
H 0.016 3.548 -0.012 -0.1 -0.5 -0.1
H -4.080 -1.644 3.017 -0.2 -0.2 -0.3
H 1.622 -2.041 -0.055 0.0 0.0 -0.1
H 0.788 2.494 0.903 -0.3 -0.2 -0.2
H 0.038 2.199 -1.903 0.0 0.0 -0.1
```
Positions in Å, forces in eV/Å.

Summary:
M (g mol⁻¹): 108.1
Highest occupied orbital energy (eV): -9.342
Lowest unoccupied orbital energy (Ha): 0.0250
Total charge: 0
SMILES: NC[C@@H](N)CO.O
Energy (Eh): -381.456416
Relative energy (zero: lowest compared OMol25 entry of this formula, charge and spin) (kcal per mole): 36.7


Record 4
This record from the Open Molecules 2025 dataset describes 3 unconnected molecules or ions with the total composition C3H12N2O2 at a distorted geometry. The level of theory is ωB97M-V/def2-TZVPD.

The geometry in XYZ format:
```
19
Properties=species:S:1:pos:R:3:forces:R:3
O 1.060 0.701 -1.729 -0.4 0.0 0.4
O 3.257 2.451 -0.145 0.0 0.3 0.6
N -0.899 -1.269 0.762 0.1 0.4 1.0
N -0.576 -2.188 -1.397 -0.9 1.0 1.1
C -0.683 -2.264 -0.104 -0.3 -1.1 -1.3
C -1.241 1.075 1.590 0.0 0.0 -0.2
C -1.329 0.090 0.438 0.1 -0.4 -1.1
H -2.335 0.080 0.009 -0.1 -0.2 0.2
H 1.937 0.584 -2.069 0.6 -0.2 -0.5
H -0.656 -3.277 0.317 -0.1 0.3 0.6
H -0.709 0.361 -0.398 0.2 0.7 -0.1
H 3.992 2.687 -0.712 0.0 -0.2 -0.2
H -0.602 0.705 2.387 0.0 0.0 0.2
H 2.789 1.693 -0.504 0.0 0.0 -0.2
H -0.860 -3.101 -1.737 0.9 -0.1 -0.4
H -2.226 1.342 1.962 0.0 -0.3 0.3
H 0.697 -0.195 -1.657 -0.1 -0.1 -0.2
H -0.812 2.004 1.243 0.3 0.2 -0.1
H -0.804 -1.479 1.742 -0.1 -0.2 -0.1
```
Positions in Å, forces in eV/Å.

Summary:
M (g mol⁻¹): 108.1
Highest occupied orbital energy (eV): -8.859
Lowest unoccupied orbital energy (Ha): 0.0286
Total charge: 0
SMILES: [H]/N=C/NCC.O.O
Energy (Eh): -381.468090
Relative energy (zero: lowest compared OMol25 entry of this formula, charge and spin) (kcal per mole): 29.4


The highest highest occupied orbital energy belongs to which entry?
number 1